1.
41
Properties=species:S:1:pos:R:3:mulliken_charge:R:1 method="wB97M-V/def2-TZVPD" charge=+1 energy_ev=-34296.4303 largest_force_ev_per_a=0.1 gap_ha=0.3109
F -2.37 0.62 -0.15 -0.29
H -0.89 -2.76 1.71 0.27
H 0.42 5.35 0.53 0.45
C 2.58 -1.12 -0.83 1.05
C 3.00 1.40 -1.89 -0.96
N 0.35 1.59 0.55 0.28
C -0.97 1.23 2.39 0.58
C -0.38 2.22 1.45 0.65
H 1.24 -2.71 -0.35 0.27
N 1.87 -0.08 -0.38 0.52
C -0.40 3.61 1.47 -0.89
C 1.25 3.57 -0.32 -0.88
F -2.70 -1.51 0.64 -0.30
C 2.07 1.16 -0.90 0.52
C -1.89 1.51 3.37 -0.92
C 3.54 -0.94 -1.82 -0.87
H 4.11 -1.79 -2.17 0.42
C 2.29 -2.46 -0.23 -1.26
B -2.29 -0.72 -0.39 0.39
H -0.99 4.16 2.18 0.44
C -0.41 -2.40 2.62 -1.35
H -0.63 -3.10 3.42 0.47
C 3.75 0.32 -2.35 -0.47
C 1.21 2.18 -0.26 0.52
C 0.41 4.26 0.54 -0.58
H 0.67 -2.38 2.47 0.21
N -0.49 -0.02 2.18 0.48
H -2.18 -1.64 4.56 0.45
F -2.56 -1.13 -1.63 -0.26
H 3.13 2.39 -2.29 0.40
H -3.07 0.65 4.94 0.45
F -0.59 -0.94 -0.31 -0.14
H 2.53 -2.46 0.83 0.24
H 1.93 4.09 -0.97 0.41
C -1.84 -0.80 3.95 -0.86
C -2.34 0.47 4.17 -0.62
Be 0.32 -0.09 0.56 -0.29
H 4.49 0.47 -3.13 0.46
H 2.89 -3.23 -0.71 0.44
H -2.27 2.52 3.50 0.44
C -0.92 -1.03 2.94 1.10

=====

2.
22
Properties=species:S:1:pos:R:3:mulliken_charge:R:1 method="wB97M-V/def2-TZVPD" charge=+1 energy_ev=-8401.1648 smiles=NCCCCC[NH3+] largest_force_ev_per_a=2.7 gap_ha=0.3070 e_above_lowest_kj_mol=145.9
N 0.67 -2.07 -1.48 -0.31
H -0.74 2.07 -1.14 0.22
H 1.78 -2.29 0.27 0.38
H -2.75 1.21 0.84 0.43
H 1.47 -2.11 -2.10 0.34
H 0.73 1.81 0.39 0.39
C -0.69 0.51 1.32 -0.38
H -1.94 1.00 -1.42 0.18
H 1.26 0.95 1.91 0.40
H 1.00 0.24 -1.02 0.17
H -1.56 2.46 1.09 0.35
H -0.91 0.69 2.37 0.32
H -0.03 -1.44 -1.89 0.32
C 0.78 0.88 0.94 -0.87
H 0.17 -1.79 0.52 0.36
C 1.38 -0.13 -0.06 -0.45
C 1.02 -1.61 -0.10 -0.49
H 2.47 -0.04 0.01 0.34
N -1.60 1.70 -0.77 -0.50
C -1.71 1.47 0.66 -0.86
H -1.03 -0.50 1.13 0.30
H 0.23 -2.99 -1.48 0.36

=====

3.
5
Properties=species:S:1:pos:R:3:mulliken_charge:R:1 method="wB97M-V/def2-TZVPD" energy_ev=-1100.8096 smiles=C largest_force_ev_per_a=11.2 gap_ha=0.5054 e_above_lowest_kj_mol=97.2
H -0.35 0.96 -0.34 0.23
H -0.65 -0.22 0.77 0.28
H -0.17 -0.74 -0.63 0.30
C 0.01 -0.06 -0.04 -1.00
H 1.15 0.06 0.24 0.19

=====

4.
17
Properties=species:S:1:pos:R:3:mulliken_charge:R:1 method="wB97M-V/def2-TZVPD" energy_ev=-17213.6468 largest_force_ev_per_a=1.2 gap_ha=0.3498 e_above_lowest_kj_mol=576.7
C -2.24 -0.68 0.07 -0.38
C 2.01 -0.56 -0.27 -0.53
H -2.80 -2.54 1.20 0.43
C 3.02 -0.48 0.38 0.24
S 0.62 -0.72 -1.21 -0.18
H -0.19 4.07 -0.50 -0.10
H -0.04 0.84 0.49 0.36
H 2.72 -3.71 2.10 0.23
C -1.83 0.47 -0.70 -0.73
H -0.41 4.43 -1.15 0.11
C -2.53 -1.66 0.69 0.10
H -2.07 0.30 -1.75 0.28
H 2.58 -3.04 1.71 -0.23
H -0.03 1.61 -1.12 0.31
C -0.33 0.72 -0.55 -0.61
H 3.89 -0.40 0.96 0.39
H -2.36 1.37 -0.36 0.31

=====

5.
26
Properties=species:S:1:pos:R:3:mulliken_charge:R:1 method="wB97M-V/def2-TZVPD" charge=+1 energy_ev=-16829.8593 largest_force_ev_per_a=5.4 gap_ha="0.2926 / 0.2655" e_above_lowest_kj_mol=381.7
H 0.76 1.37 1.30 0.36
H 0.84 0.34 -3.03 0.41
H 3.66 0.06 -0.26 0.38
H -1.72 -0.51 0.17 0.41
C 2.94 0.23 -1.04 -1.36
H -0.70 0.21 -2.21 0.30
H 0.78 -0.24 1.87 0.52
H -2.67 1.23 -0.43 0.32
H 0.38 1.68 -1.81 0.36
C -1.87 0.12 0.99 0.38
H -2.93 -0.20 2.81 0.45
C 1.24 -1.93 -0.81 -1.14
C 0.41 0.59 -2.10 -1.15
H 3.28 -0.23 -2.01 0.41
P 1.22 -0.17 -0.63 1.21
H -1.20 -0.34 3.05 0.25
H -1.50 2.13 0.39 0.23
C -2.28 1.41 0.56 -1.11
H 0.35 -2.33 -1.31 0.38
C 0.75 0.31 1.03 -1.30
C -2.09 -0.51 2.30 -1.16
H -3.00 1.86 1.22 0.41
H 2.93 1.31 -1.37 0.38
H 1.39 -2.40 0.18 0.38
H -2.19 -1.61 2.19 0.31
H 2.26 -2.05 -1.43 0.36

=====

6.
111
Properties=species:S:1:pos:R:3:mulliken_charge:R:1 method="wB97M-V/def2-TZVPD" charge=+1 energy_ev=-71953.5743 largest_force_ev_per_a=3.8 gap_ha=0.2777
H -3.85 -3.43 -5.85 0.33
O 5.56 1.43 3.44 -0.63
O 1.81 7.20 -3.21 -0.62
O 3.60 1.67 -0.33 -0.49
H 1.07 6.68 -3.54 0.30
N -3.88 -1.29 -0.27 -0.09
H -0.66 5.47 2.94 0.24
O -0.13 5.43 2.14 -0.53
H 0.32 0.89 -0.51 -0.83
O -6.48 -4.79 2.76 -0.62
C 3.88 -1.56 -1.10 -0.37
H 8.06 -3.14 -2.64 0.32
C 0.84 -3.47 -2.09 -0.87
O -3.36 4.37 5.22 -0.61
H -0.44 -2.41 4.77 0.34
H 6.82 -4.48 0.27 0.32
O -0.09 -3.11 5.34 -0.63
H -4.09 -2.29 -4.87 0.31
O 1.29 7.44 0.47 -0.62
H -0.79 3.71 -1.56 -0.16
O 3.90 3.65 5.01 -0.60
H -0.03 -0.39 2.86 0.30
H 7.22 -4.01 -1.73 0.35
H -1.20 -4.14 -2.66 0.45
H 4.97 -1.86 -1.27 0.32
H -7.22 -5.31 2.43 0.32
H 1.10 -4.56 -1.87 0.39
H 1.60 -1.80 0.67 -0.03
H -0.99 -2.34 -2.87 0.32
O 3.39 -3.94 -0.94 -0.62
H -0.45 -1.17 0.29 -0.84
H 5.35 -4.13 0.45 0.29
C 2.89 -2.81 -1.08 0.43
H -3.89 4.41 6.02 0.31
H 1.39 8.08 -0.24 0.29
O -2.62 0.69 -0.43 -0.40
O -0.73 3.58 4.09 -0.52
H 5.32 0.52 3.26 0.37
O 7.77 -4.05 -2.52 -0.62
H 2.24 -4.62 2.21 0.29
H -4.41 -5.47 -0.63 0.35
C 1.16 2.71 -2.29 -0.84
H 3.85 -1.07 -0.06 -0.14
O -1.01 6.06 -2.34 -0.57
O 6.20 -3.74 0.22 -0.66
H -6.40 -1.70 -0.10 0.26
O 1.64 -1.29 1.48 -0.15
H 1.88 -1.94 2.16 0.36
O 4.12 -1.09 2.77 -0.71
H -1.58 3.19 4.33 0.31
H 1.51 1.61 -2.27 -0.04
H 3.69 -0.41 2.22 0.28
H -2.26 2.60 0.35 0.32
C -1.28 -1.34 -0.48 0.88
H 0.17 6.34 2.00 0.29
H -0.11 2.84 4.12 0.18
C -0.75 -3.21 -2.16 -0.60
H -0.72 6.97 -2.47 0.29
O -2.93 -0.35 -7.30 -0.62
H 0.06 2.66 1.71 -0.01
H -0.92 -0.78 -1.41 -0.32
H -1.03 0.86 -2.90 -0.02
H -1.57 1.27 1.39 0.20
H 1.12 2.99 -3.40 0.36
H 0.14 -0.03 4.33 0.30
C -0.32 1.84 -0.38 2.55
H 1.83 3.39 -1.68 0.28
H -2.50 -0.64 1.26 0.40
H 1.28 -3.27 -3.13 0.34
H -2.07 -0.03 -7.00 0.31
F -5.08 -1.48 -2.65 -0.11
C -1.38 -2.91 -0.69 0.35
H 2.52 -4.76 3.70 0.27
H -0.70 -3.45 0.04 0.37
H 4.38 1.44 0.19 0.24
H 3.55 -0.76 -1.84 0.29
H 3.05 3.93 5.36 0.31
H 2.17 7.07 0.58 0.30
O -4.68 -6.39 -0.72 -0.64
H 0.38 3.86 0.39 0.25
H -6.39 -4.07 2.11 0.30
H -7.42 -1.92 1.01 0.31
C -1.73 1.58 0.30 -1.08
H -1.55 6.10 -1.54 0.27
H 0.30 -3.74 4.73 0.29
C -3.67 -2.44 -1.12 -0.02
C -0.37 2.66 -1.74 0.32
O -3.58 -2.52 -5.66 -0.62
H 4.60 -1.63 2.13 0.35
C 0.52 2.76 0.67 -0.89
O 2.28 -4.11 3.03 -0.55
H -4.48 -1.49 0.54 0.51
H -2.33 2.10 -2.60 0.22
H 4.34 4.48 4.77 0.30
N -2.76 -3.48 -0.63 -0.28
H -5.11 -6.60 0.12 0.32
O -0.49 -0.43 3.72 -0.63
H -1.02 2.45 -3.93 0.44
H 3.96 1.86 -1.21 0.28
H -2.96 -1.27 -7.01 0.32
C -1.23 2.00 -2.91 -0.93
H 1.61 2.47 0.74 0.16
O -6.48 -2.06 0.80 -0.61
H 1.90 7.91 -3.85 0.32
O 1.50 -2.55 -1.17 -0.32
C -2.59 -0.65 0.12 -0.34
H -4.11 -3.31 -2.93 0.32
H -3.07 5.28 5.09 0.31
H 5.03 1.67 4.22 0.30
H -2.81 -4.32 -1.24 0.42
N -4.29 -2.50 -2.30 0.15

=====

7.
17
Properties=species:S:1:pos:R:3:mulliken_spin:R:1 method="wB97M-V/def2-TZVPD" energy_ev=-11835.9006 largest_force_ev_per_a=6.1 gap_ha="0.2220 / 0.2240" e_above_lowest_kj_mol=152.4 spin_multiplicity=3
N -0.53 -0.60 1.00 0.23
C 0.89 -0.53 -1.85 0.32
C -0.79 -1.41 -0.14 0.43
H -0.24 -2.46 -1.88 -0.01
N 1.08 0.65 -1.34 0.31
H 1.22 0.28 1.86 0.00
H 1.23 -0.78 -2.80 0.05
H 1.71 -0.95 0.48 0.01
C -1.02 1.51 1.43 -0.11
C 0.02 -1.50 -1.27 -0.16
H -1.63 2.37 1.91 0.00
H -0.49 2.71 -0.26 0.01
C -0.13 1.89 0.36 0.54
N -1.35 0.26 1.61 0.32
C 0.73 0.92 -0.11 0.04
C 0.96 -0.23 0.93 0.00
H -1.65 -2.14 0.08 0.02

=====

8.
8
Properties=species:S:1:pos:R:3:mulliken_charge:R:1 method="wB97M-V/def2-TZVPD" energy_ev=-18847.7081 largest_force_ev_per_a=2.9 gap_ha="0.2836 / 0.3379" e_above_lowest_kj_mol=386.4
H -1.09 1.32 1.33 0.38
N 0.58 -1.61 -0.47 -0.41
Cl 2.70 -0.07 0.09 -0.12
C -1.27 1.14 0.33 -0.46
F -1.08 1.97 -0.62 -0.19
H 0.95 -2.49 -0.66 0.23
C 1.14 -0.62 -0.05 0.27
H -1.93 0.36 0.06 0.31

=====

9.
57
Properties=species:S:1:pos:R:3:mulliken_charge:R:1 method="wB97M-V/def2-TZVPD" energy_ev=-38952.2379 smiles="COC(=O)CC[C@H](C[C@H](N)C(=O)O)C(=O)O.CNC(=O)[C@@H]1CCCN1C(C)=O" largest_force_ev_per_a=2.0 gap_ha=0.3598 e_above_lowest_kj_mol=0.0
H 2.62 0.70 -1.12 0.33
C 2.74 1.63 0.86 -0.32
H -0.26 -3.20 3.84 0.44
H -1.11 -4.87 2.24 0.47
H -2.36 -6.45 -0.66 0.38
H -0.69 -3.49 0.12 0.27
C 2.81 1.68 -0.67 -1.11
C -2.39 -2.17 0.42 -1.65
O -3.09 0.41 -1.91 -0.61
H -0.69 -0.59 -0.90 0.20
O -3.62 -4.63 -0.20 -0.58
H 0.46 5.05 2.13 0.31
O 0.43 5.20 -0.92 -0.62
N 1.68 3.62 0.09 0.19
O 1.53 -4.18 2.13 -0.61
H -3.40 -2.25 0.82 0.53
H 1.81 3.10 2.14 0.37
H 1.96 5.89 1.64 0.32
H 0.98 2.86 -3.95 0.31
H -5.17 0.08 -1.08 0.38
C 0.37 2.02 -1.30 -0.34
C 1.00 4.78 0.08 0.82
C 2.71 -2.19 0.76 -0.57
C -2.42 -1.73 -1.05 0.09
C -1.43 -3.83 2.13 -1.23
H 3.52 -2.60 1.37 0.34
N -0.33 2.24 -2.42 0.06
O 1.53 -1.96 1.54 -0.12
H 2.51 -2.89 -0.06 0.32
H 3.79 2.05 -0.97 0.40
C -3.44 -0.58 -1.28 0.17
H 2.05 3.24 -1.94 0.82
C 1.01 -3.07 2.12 0.50
O -4.70 -0.73 -0.81 -0.45
H 3.69 1.31 1.30 0.53
C -2.42 -4.71 0.00 0.04
N -1.03 -1.39 -1.45 -0.58
H -2.38 -3.71 2.67 0.39
C -1.66 -3.53 0.62 1.04
H -2.77 -2.57 -1.67 0.64
C 1.73 2.70 -1.05 0.22
H -1.23 1.77 -2.45 0.27
H -0.66 -1.88 2.75 0.33
H 3.06 -1.25 0.32 0.03
H -1.00 -1.15 -2.44 0.35
O -0.07 1.21 -0.50 -0.81
H 1.93 0.97 1.18 0.05
C -0.36 -2.93 2.78 -0.57
C 0.01 3.13 -3.53 -0.98
H -0.75 3.06 -4.31 0.38
C 0.95 5.62 1.34 -1.26
H 0.05 4.16 -3.17 0.26
C 2.41 3.07 1.23 -0.98
H 3.33 3.64 1.37 0.33
H 0.38 6.53 1.14 0.34
O -1.71 -5.82 -0.29 -0.44
H -1.88 -1.38 0.99 0.56

=====

10.
6
Properties=species:S:1:pos:R:3:mulliken_spin:R:1 method="wB97M-V/def2-TZVPD" energy_ev=-7317.1724 largest_force_ev_per_a=7.2 gap_ha="0.2438 / 0.2954" e_above_lowest_kj_mol=335.3 spin_multiplicity=3
C 0.99 -0.48 -0.10 0.10
O 1.96 -1.05 -0.51 0.34
N -0.36 -0.70 -0.51 1.20
F -0.51 -1.96 -1.10 0.35
H 1.03 0.20 0.68 0.03
H -1.24 -0.17 -0.52 -0.01

=====

11.
112
Properties=species:S:1:pos:R:3:mulliken_charge:R:1 method="wB97M-V/def2-TZVPD" charge=-2 energy_ev=-127711.2094 largest_force_ev_per_a=1.4 gap_ha=0.2095 e_above_lowest_kj_mol=102.7
C 7.70 1.15 -3.32 -0.36
C -3.57 -6.33 -4.38 0.59
H -5.85 -3.00 5.48 0.42
H 0.56 4.13 -1.42 -0.30
H -8.07 -2.77 3.84 0.43
H 5.73 0.41 1.80 0.31
C -6.06 -0.93 5.09 -1.61
H -3.74 1.65 4.92 0.57
C -5.25 2.33 2.98 -1.90
C 6.11 1.52 -1.54 0.34
F -5.23 -4.65 -4.48 -0.37
C -5.87 0.94 3.22 2.88
C 5.78 2.77 -2.07 0.37
H -7.65 1.46 2.14 0.50
C -5.46 -3.86 1.21 -1.04
F -0.23 -5.95 -3.00 -0.36
H -7.92 0.16 3.28 0.39
H -4.46 -0.38 2.17 -0.13
Cl -7.34 -4.69 -0.54 -0.22
C -6.81 -4.00 0.96 0.43
C 3.27 -0.04 0.85 -0.17
C -4.01 -5.03 -4.10 0.09
H 6.18 4.17 -3.65 0.35
C 5.01 1.10 2.24 -0.13
H 5.60 1.18 -0.65 0.29
C 0.80 5.10 0.50 -0.68
H 1.65 5.67 0.14 0.30
H -4.43 -2.32 4.74 0.43
H 4.81 3.68 4.41 0.36
H 7.87 2.75 -4.75 0.35
C 5.45 2.05 3.15 -1.04
C -2.25 -6.56 -3.96 0.03
C 4.73 3.63 -1.42 -0.82
C -7.39 1.10 3.14 -2.10
C 7.38 2.40 -3.85 -0.56
H -2.38 1.26 2.63 0.14
H 2.43 3.51 3.76 0.39
C 6.43 3.20 -3.23 -0.48
C -5.05 -3.32 2.43 0.10
S 3.13 3.58 -2.29 -0.13
H 2.95 -2.12 0.48 0.33
H 2.68 -1.62 2.18 0.30
C -1.37 -2.00 -2.48 0.31
H -6.90 1.33 5.61 0.52
H -0.52 5.49 -1.21 0.39
H 5.02 4.68 -1.44 0.54
H 4.53 3.31 -0.40 0.03
H -5.74 2.81 2.13 0.50
H -8.81 -3.74 1.69 0.41
C -3.25 -4.10 -3.44 0.28
C -1.10 -3.30 -2.36 0.29
C -5.97 -2.90 3.38 0.04
F -3.80 -2.90 -3.20 -0.34
C 2.68 1.88 2.39 0.20
C -2.35 0.06 -1.80 -0.51
C -3.93 0.58 4.97 -2.63
C -1.48 -5.61 -3.32 0.31
C -2.18 0.34 3.16 -0.14
C 0.00 -3.64 -1.50 -0.09
Rb 0.34 0.38 0.46 0.84
H -3.82 0.28 6.00 0.39
H -3.35 0.15 -2.21 0.36
N -6.85 -6.95 -5.75 -0.76
C -5.51 -2.32 4.70 -1.23
C 2.38 2.05 -1.69 -0.02
N -1.60 -0.84 -2.62 -0.19
C 3.29 -1.48 1.29 -1.26
H -7.78 1.84 3.85 0.48
Cl -2.54 -0.51 -0.09 0.12
C -3.96 -8.64 -5.32 0.13
C -5.46 0.02 2.07 -1.56
H -0.70 -2.32 3.90 0.44
N -2.87 -0.09 4.23 1.48
N 0.85 -3.89 -0.77 -0.58
H 8.43 0.53 -3.81 0.36
C 3.68 1.00 1.84 0.48
H -4.73 -4.16 0.47 0.59
O -5.94 1.37 5.62 -0.69
N 3.11 1.46 -0.81 0.41
C -4.40 -7.32 -5.03 0.30
H -6.00 -0.88 6.18 0.36
O 1.44 1.80 2.08 -0.32
H -3.99 -3.20 2.62 0.43
H -6.15 -0.82 1.97 0.11
C 4.50 2.93 3.69 -0.37
C -7.33 -3.07 3.10 0.08
C 7.06 0.72 -2.17 -0.79
N -1.92 2.99 0.07 -0.43
C -0.05 4.65 -0.70 0.34
H 6.49 2.11 3.43 0.37
C -1.94 -4.34 -3.02 0.34
C -5.75 -7.07 -5.42 0.12
H -5.37 2.98 3.85 0.36
N 2.90 0.19 -0.35 -0.90
C -7.75 -3.61 1.90 -0.87
H -4.19 2.27 2.73 0.22
H 1.17 4.22 1.04 -0.08
H 0.22 5.71 1.19 0.37
H 4.32 -1.76 1.55 0.33
H -1.85 1.03 -1.75 0.11
C -5.45 0.42 4.64 1.75
S 0.84 1.75 -2.39 -0.41
F -1.68 -7.74 -4.20 -0.35
C -1.35 -1.46 3.82 -0.61
C -1.10 3.71 -0.29 0.09
C 3.17 2.84 3.33 -0.67
N -2.33 -1.25 4.68 -1.09
H -5.48 0.58 1.13 0.67
H 7.29 -0.25 -1.75 0.38
N -3.69 -9.74 -5.58 -0.74
H -7.12 -0.90 4.84 0.56
N -1.22 -0.50 2.87 0.15

=====

12.
64
Properties=species:S:1:pos:R:3:mulliken_charge:R:1 method="wB97M-V/def2-TZVPD" energy_ev=-143376.5036 largest_force_ev_per_a=8.6 gap_ha=0.2513
H -0.60 -3.29 1.22 0.33
H 2.58 3.65 4.64 0.14
N 0.66 2.74 1.74 0.22
O -5.24 -6.09 -0.85 -0.62
H 0.63 -2.19 0.34 0.14
C -2.62 -2.03 -3.48 0.82
H -1.93 1.97 1.35 0.55
I -3.19 -0.78 1.86 0.05
H 0.91 4.43 0.33 0.41
O -1.61 -1.36 -3.61 -0.66
F 4.21 1.56 2.30 -0.18
C 1.03 2.75 3.17 -0.80
H -2.17 1.89 -1.76 0.39
F 4.32 4.02 2.83 -0.26
O -4.43 -4.15 -1.70 -0.46
C 2.77 -2.17 -1.95 0.41
H -0.83 -1.60 2.79 0.77
C 0.22 1.50 0.90 1.89
C -0.50 -2.23 0.68 -0.24
B -4.04 -3.73 -3.04 1.32
O -2.64 -3.30 -3.07 -0.61
C 2.83 -0.84 -0.92 -0.06
H 1.61 0.22 -2.35 0.36
H -0.25 3.32 1.77 0.61
H -3.27 1.24 -0.42 0.34
H 0.70 3.88 3.49 0.53
O 3.29 -3.35 -1.50 -0.54
H 1.65 1.19 5.19 0.38
H 0.26 2.20 3.92 0.39
H 2.26 -1.28 -3.81 0.35
N 2.13 -2.18 -3.31 -0.54
H -1.32 3.11 0.01 0.40
C 1.41 -0.04 -1.19 -0.20
F -1.87 -0.13 -1.22 -0.19
F 4.83 2.37 4.39 -0.30
H 3.79 -0.27 -1.26 0.38
H 2.01 4.45 1.84 0.46
O -4.83 -2.57 -3.48 -0.53
H -1.20 -2.36 -0.28 -0.08
O 2.60 1.77 -0.19 -0.32
C -4.73 -5.87 -3.16 0.57
C -2.12 1.22 -0.76 -1.08
C -1.29 1.96 0.34 -0.83
H -0.73 0.73 2.84 0.35
C 2.75 3.18 0.07 -0.54
H 0.53 -0.78 -1.30 -0.19
C 1.58 3.71 1.01 -0.51
H 2.84 3.90 -0.88 0.29
H 3.88 3.29 0.49 0.38
O -4.26 -4.88 -3.93 -0.52
O -5.02 -6.98 -3.58 -0.61
C -3.97 -1.58 -3.73 0.38
H 2.98 -1.30 0.12 -0.07
C -4.84 -5.43 -1.80 0.58
O -4.29 -0.47 -4.11 -0.64
I 1.78 -0.72 2.75 0.12
C 2.42 2.68 3.94 0.09
C -0.06 0.30 1.92 -1.37
C 1.17 1.35 -0.40 -0.85
C 3.88 2.63 3.22 0.66
C -0.96 -1.05 1.71 -0.90
O 2.52 1.63 5.03 -0.53
Br 0.65 2.57 -2.00 -0.04
H 1.13 -2.44 -3.17 0.26

=====

13.
10
Properties=species:S:1:pos:R:3:mulliken_charge:R:1 method="wB97M-V/def2-TZVPD" energy_ev=-32178.1562 smiles="O[SiH3].OP=S" largest_force_ev_per_a=3.9 gap_ha=0.3185 e_above_lowest_kj_mol=73.0
H -1.01 0.28 0.28 -0.11
P -1.02 -3.92 -1.06 0.39
O 0.24 1.02 2.18 -0.37
H 0.29 2.61 0.24 -0.07
S -2.68 -2.99 -1.41 -0.31
H 0.93 1.11 2.75 0.30
H -1.07 -4.12 -3.23 0.33
H 1.34 0.03 0.16 -0.10
Si 0.27 0.99 0.60 0.34
O -0.57 -4.50 -2.50 -0.41